[1]
# C25H35BDyN8O7S2

C25H35BDyN8O7S2 as an isolated structure in a non-equilibrium geometry (wB97M-V/def2-TZVPD, the OMol25 dataset).

Properties
ΔE to the lowest compared entry with this formula, charge and spin = 0.00 kcal per mole
HOMO energy (spin up / spin down) = -4.80 / -4.80 eV
E_tot = -99187.111 eV
Max |F| = 1.1 eV/Å
Orbital gap (spin up / spin down) = 7.30 / 7.30 eV

Structure (ORCA input):
```
! wB97M-V def2-TZVPD RIJCOSX def2/J DEFGRID3
* xyz -1 6
Dy 0.04267 -0.82661 -0.26535
C -3.01764 1.55810 -2.29252
C -1.52812 1.60640 -1.99142
C -0.96199 3.00131 -2.24694
O -1.29798 1.22099 -0.61756
C -0.74498 0.62890 -2.89438
O -1.00687 0.58707 -4.08424
O 0.18576 -0.03415 -2.29309
H -3.52210 2.40467 -1.82138
H -3.44194 0.62912 -1.90893
H -3.16716 1.59840 -3.37015
H -1.40505 3.71643 -1.55120
H -1.19729 3.29488 -3.27011
H 0.12044 3.01045 -2.12234
H -1.64522 1.95321 -0.03049
C 3.52597 -0.01375 2.49653
N 2.58045 1.00747 2.89336
C 2.91273 2.27670 3.30758
C 1.75935 2.87276 3.67604
N 0.72351 1.98152 3.50171
B -0.69248 2.32069 4.13619
N -1.89434 1.83489 3.29209
C -2.63367 0.70255 3.55621
C -3.63799 0.62870 2.66216
N -3.51062 1.73215 1.83642
C -4.40283 2.06043 0.74851
C -2.42444 2.45305 2.21876
S -1.83645 3.84391 1.41954
C 1.23679 0.83721 3.00647
S 0.44249 -0.63907 2.63350
H 4.32722 0.44227 1.91761
H 3.01543 -0.75639 1.88959
H 3.94379 -0.50750 3.37546
H 3.92394 2.64058 3.27609
H 1.57115 3.86552 4.04176
H -0.72265 3.52127 4.21430
H -0.75865 1.77703 5.21780
H -2.36514 0.04211 4.35819
H -4.40305 -0.11102 2.51161
H -5.43303 2.06967 1.10887
H -4.30367 1.33158 -0.05370
H -4.13526 3.04888 0.38356
C -4.32782 -2.60656 -0.08755
O -3.31293 -1.61740 -0.24458
C -2.04005 -1.93360 0.21323
O -1.88022 -3.02953 0.73337
H -5.08238 -2.40650 -0.84669
H -4.77892 -2.54345 0.90652
H -3.91929 -3.60827 -0.21392
N 3.46157 -0.25146 -1.17878
C 3.03203 0.99585 -0.88071
C 3.78994 2.11944 -1.27129
C 3.34119 3.37670 -0.95265
C 2.15428 3.51755 -0.23633
C 1.47245 2.37091 0.10258
N 1.87534 1.12933 -0.20588
H 4.37415 -0.37269 -1.57479
H 3.03137 -1.05995 -0.73718
H 4.71115 1.96937 -1.82001
H 3.91152 4.24776 -1.25248
H 1.76012 4.48358 0.04316
H 0.54870 2.44836 0.66658
N 2.07120 -6.26365 -3.55884
C 1.38869 -5.19331 -3.03338
C 0.47988 -5.35225 -1.98601
C -0.14219 -4.23941 -1.45916
N 0.06194 -2.99528 -1.89956
C 0.92030 -2.84809 -2.91509
C 1.59776 -3.89649 -3.50256
H 1.74014 -7.19034 -3.36464
H 2.57023 -6.13732 -4.41979
H 0.26888 -6.33425 -1.58109
H -0.83406 -4.33543 -0.63145
H 1.05339 -1.83425 -3.27208
H 2.28604 -3.70806 -4.31699
O 3.78313 -3.13496 0.33673
C 2.56903 -3.14690 0.48464
O 1.76443 -2.20934 0.13724
H 2.07793 -4.02249 0.95334
*
```

[2]
# C6H9F5NO

An isolated ion of composition C6H9F5NO and charge -1 (wB97M-V/def2-TZVPD, the OMol25 dataset).

Properties
HOMO energy = -3.94 eV
E_tot = -23494.080 eV
Max |F| = 0.7 eV/Å
Orbital gap = 7.44 eV

Structure (ORCA input):
```
! wB97M-V def2-TZVPD RIJCOSX def2/J DEFGRID3
* xyz -1 1
C 2.82831 -1.50416 0.08103
C 2.67244 -0.29976 -0.86649
O 2.32832 0.91523 -0.23688
C 1.07297 0.90828 0.45230
C -0.11911 0.39140 -0.34546
N -1.30895 0.80300 0.37172
C -2.40605 0.19050 -0.01892
F -2.76869 0.24759 -1.41314
F -2.48180 -1.25355 0.13960
C -3.66494 0.70689 0.71160
F -4.77562 0.02089 0.36683
F -3.92533 1.99321 0.43417
F -3.57177 0.60614 2.04684
H 2.12356 -2.30714 -0.16082
H 2.66136 -1.21700 1.12104
H 3.84059 -1.92170 0.01755
H 1.95266 -0.53637 -1.66510
H 3.63426 -0.10659 -1.35869
H 0.87419 1.94945 0.72479
H 1.15497 0.33995 1.39130
H -0.07057 0.78421 -1.37582
H -0.05081 -0.71046 -0.41744
*
```

[3]
# C25H17N5O2Ti

C25H17N5O2Ti as an isolated structure (wB97M-V/def2-TZVPD, the OMol25 dataset).

Properties
ΔE to the lowest compared entry with this formula, charge and spin = 0.00 kcal per mole
HOMO energy (spin up / spin down) = -11.00 / -10.98 eV
E_tot = -60858.561 eV
Max |F| = 0.7 eV/Å
Orbital gap (spin up / spin down) = 6.48 / 6.28 eV

Structure (ORCA input):
```
! wB97M-V def2-TZVPD RIJCOSX def2/J DEFGRID3
* xyz 1 2
Ti -0.32320 -1.11989 -0.47233
C 3.10817 0.27839 -3.14112
C 2.30597 -0.80016 -3.45480
C 1.79702 -1.60537 -2.43793
C 2.07700 -1.31330 -1.10421
C 2.88536 -0.20683 -0.79013
C 3.40293 0.56750 -1.80495
N 1.33360 -2.03197 -0.13622
C 1.70099 -2.20229 1.20493
C 2.99168 -2.37655 1.69118
C 3.16932 -2.59791 3.04630
C 2.08858 -2.65429 3.93460
C 0.80581 -2.47825 3.46549
C 0.62709 -2.23773 2.10596
N -0.58243 -1.97070 1.45508
N -1.68247 -2.08666 2.03517
C -2.75202 -1.79669 1.16880
C -4.03659 -1.82084 1.68033
C -5.09252 -1.54179 0.82843
C -4.83266 -1.23416 -0.50071
C -3.51787 -1.19808 -0.92877
N -2.49397 -1.47490 -0.11719
H 3.51310 0.89881 -3.92906
H 2.08189 -1.03333 -4.48663
H 1.21920 -2.49375 -2.67039
H 3.07637 0.03914 0.24682
H 4.02709 1.41731 -1.56186
H 3.83513 -2.36051 1.01421
H 4.17224 -2.73807 3.42774
H 2.26614 -2.82753 4.98614
H -0.05352 -2.49825 4.12168
H -4.17902 -2.06482 2.72303
H -6.10830 -1.55942 1.19930
H -5.62894 -1.00855 -1.19439
H -3.26543 -0.92324 -1.94496
O -0.78775 0.39189 -1.97214
C -0.57757 1.26534 -1.08784
N -0.24274 0.83748 0.14630
C -0.07504 1.95681 0.99670
O 0.22897 1.91236 2.15244
C -0.32591 3.16739 0.13661
C -0.28162 4.50765 0.44679
C -0.56859 5.40876 -0.57830
C -0.88541 4.97358 -1.86197
C -0.92838 3.61532 -2.16935
C -0.64296 2.73647 -1.14557
H -0.03609 4.84536 1.44463
H -0.54395 6.47029 -0.37102
H -1.09980 5.70122 -2.63286
H -1.16886 3.26479 -3.16391
*
```

[4]
# C3H5O3PS

A 2-piece molecular cluster, C3H5O3PS overall in a non-equilibrium geometry (wB97M-V/def2-TZVPD, the OMol25 dataset).

Properties
ΔE to the lowest compared entry with this formula, charge and spin = 99.92 kcal per mole
HOMO energy (spin up / spin down) = 0.68 / 0.09 eV
E_tot = -29456.016 eV
Max |F| = 2.8 eV/Å
Orbital gap (spin up / spin down) = 5.00 / 5.55 eV

Structure (ORCA input):
```
! wB97M-V def2-TZVPD RIJCOSX def2/J DEFGRID3
* xyz -2 1
C 1.24757 1.05501 -2.17418
C -1.06472 -0.89510 0.03982
C 0.31064 -0.37323 -0.19747
O 0.58165 3.09592 -3.47029
O -0.99048 1.09709 -3.90485
O 1.40027 1.04373 -4.87793
P 0.44174 1.62389 -3.82001
S 2.55865 1.67283 -1.55982
H -1.25639 -1.29351 1.04150
H -1.04768 -1.94653 -0.35820
H -1.86199 -0.33948 -0.45820
H 0.58596 0.52837 0.30409
H 1.13005 -1.05161 -0.06072
*
```

[5]
# C3H8NP

A 2-piece molecular cluster, C3H8NP overall in a non-equilibrium geometry (wB97M-V/def2-TZVPD, the OMol25 dataset).

Properties
ΔE to the lowest compared entry with this formula, charge and spin = 87.54 kcal per mole
HOMO energy (spin up / spin down) = -8.90 / -8.11 eV
E_tot = -14014.975 eV
Max |F| = 1.2 eV/Å
Orbital gap (spin up / spin down) = 9.10 / 6.75 eV

Structure (ORCA input):
```
! wB97M-V def2-TZVPD RIJCOSX def2/J DEFGRID3
* xyz 0 1
C 2.58648 -0.46623 0.49016
C -0.20624 -0.97693 -0.58077
C -1.47993 1.78312 0.14162
N 0.40495 0.28535 -0.83946
P 1.78993 0.85129 -0.23205
H 3.62400 -0.35758 0.74749
H 2.16492 -1.45361 0.58466
H -0.39437 -1.15691 0.48400
H -1.15331 -1.02297 -1.12058
H 0.42462 -1.78972 -0.94640
H -1.18924 1.68499 1.16620
H -1.17338 2.65076 -0.40099
H -2.24414 1.15292 -0.25388
*
```